C43H106BBrO23V as an isolated structure in a non-equilibrium geometry. Source: OMol25; level of theory: ωB97M-V/def2-TZVPD.

Element x y z (Å)
O  15.42  -25.08  -7.89
V  16.39  -23.85  -7.75
Br  16.21  -23.17  -10.28
O  14.69  -21.37  -0.42
C  14.90  -22.39  -1.06
O  15.95  -22.59  -1.86
B  15.79  -23.99  -2.37
O  14.58  -24.57  -1.63
C  14.04  -23.67  -0.92
O  13.06  -23.79  -0.16
O  17.05  -24.79  -2.23
C  17.45  -25.15  -3.42
O  18.46  -25.84  -3.64
C  16.50  -24.54  -4.46
O  15.53  -23.97  -3.78
O  16.62  -24.51  -5.70
C  18.59  -18.48  -8.07
C  18.91  -19.55  -9.20
O  19.59  -20.65  -8.54
C  20.95  -20.34  -8.25
C  21.72  -21.58  -7.98
H  18.01  -17.68  -8.53
H  17.96  -18.83  -7.26
H  19.53  -18.09  -7.66
H  17.93  -19.81  -9.59
H  19.45  -19.13  -10.05
H  21.38  -19.95  -9.18
H  20.97  -19.59  -7.46
H  21.22  -22.05  -7.13
H  22.79  -21.48  -7.82
H  21.61  -22.26  -8.82
C  10.30  -31.01  -8.64
C  11.53  -30.28  -8.11
O  12.12  -29.42  -9.14
C  13.29  -28.71  -8.67
C  13.89  -27.93  -9.90
H  10.56  -31.49  -9.58
H  10.01  -31.74  -7.88
H  9.49  -30.30  -8.79
H  11.41  -29.63  -7.24
H  12.27  -30.99  -7.76
H  13.12  -28.05  -7.83
H  13.98  -29.45  -8.26
H  14.89  -27.51  -9.76
H  13.20  -27.16  -10.25
H  13.90  -28.67  -10.70
C  8.79  -25.01  -8.67
C  9.05  -25.80  -7.35
C  10.23  -26.75  -7.38
O  9.42  -24.86  -6.36
H  8.51  -25.68  -9.47
H  9.71  -24.52  -8.98
H  8.07  -24.19  -8.63
H  8.10  -26.25  -7.07
H  10.56  -27.10  -6.41
H  11.07  -26.27  -7.89
H  9.98  -27.63  -7.98
H  8.64  -24.31  -6.23
C  16.85  -29.70  -8.07
C  16.88  -28.31  -7.52
C  17.67  -28.10  -6.20
O  17.54  -27.55  -8.46
H  17.86  -30.10  -8.23
H  16.29  -29.76  -9.00
H  16.36  -30.46  -7.46
H  15.86  -27.93  -7.44
H  17.25  -28.66  -5.36
H  17.64  -27.04  -5.95
H  18.72  -28.34  -6.34
H  17.37  -27.92  -9.33
C  15.54  -27.07  -14.21
C  15.31  -25.72  -13.52
C  13.85  -25.33  -13.28
O  15.94  -25.87  -12.27
H  16.61  -27.22  -14.35
H  15.02  -27.11  -15.17
H  15.10  -27.85  -13.59
H  15.83  -24.97  -14.12
H  13.80  -24.30  -12.93
H  13.44  -25.92  -12.45
H  13.23  -25.45  -14.17
H  15.97  -25.00  -11.86
C  19.27  -27.77  -12.16
C  18.08  -28.74  -11.92
C  18.46  -29.99  -11.16
O  17.16  -28.09  -11.10
H  19.97  -28.12  -12.92
H  19.85  -27.59  -11.26
H  18.98  -26.76  -12.46
H  17.54  -29.00  -12.84
H  19.02  -29.64  -10.29
H  18.95  -30.70  -11.83
H  17.55  -30.48  -10.81
H  16.81  -27.34  -11.58
C  20.20  -25.11  -6.95
C  19.50  -24.58  -8.24
C  20.01  -25.12  -9.55
O  18.18  -25.02  -8.16
H  21.16  -24.59  -6.89
H  20.42  -26.17  -6.98
H  19.63  -25.02  -6.03
H  19.48  -23.49  -8.20
H  20.19  -26.19  -9.42
H  21.01  -24.73  -9.74
H  19.37  -24.94  -10.41
H  18.26  -25.97  -8.20
C  13.67  -19.52  -9.79
C  13.82  -19.00  -8.33
C  12.45  -18.87  -7.67
O  14.68  -19.85  -7.58
H  13.13  -18.85  -10.47
H  13.17  -20.48  -9.74
H  14.71  -19.73  -10.05
H  14.21  -17.98  -8.37
H  12.53  -18.32  -6.73
H  11.93  -19.83  -7.60
H  11.76  -18.33  -8.32
H  14.93  -19.32  -6.82
C  12.99  -21.96  -5.50
C  13.43  -23.00  -6.52
C  12.41  -23.23  -7.64
O  14.63  -22.55  -7.12
H  13.78  -21.78  -4.77
H  12.12  -22.29  -4.93
H  12.79  -20.98  -5.94
H  13.57  -23.89  -5.90
H  12.17  -22.32  -8.20
H  11.45  -23.54  -7.24
H  12.77  -24.00  -8.32
H  14.50  -21.63  -7.36
C  10.99  -25.62  -2.52
C  11.40  -24.56  -3.55
O  11.67  -25.16  -4.82
H  10.04  -26.07  -2.82
H  10.79  -25.18  -1.54
H  11.78  -26.37  -2.45
H  12.33  -24.09  -3.24
H  10.64  -23.78  -3.62
H  10.80  -25.28  -5.22
C  10.84  -23.04  -12.20
C  11.91  -22.63  -11.21
O  13.10  -22.23  -11.90
H  10.08  -23.61  -11.65
H  11.32  -23.65  -12.97
H  10.36  -22.22  -12.73
H  12.18  -23.48  -10.60
H  11.56  -21.86  -10.52
H  13.77  -22.28  -11.22
C  15.95  -20.18  -12.93
C  15.94  -21.44  -13.84
O  16.91  -22.36  -13.33
H  16.89  -19.63  -13.01
H  15.91  -20.46  -11.88
H  15.07  -19.54  -13.04
H  16.06  -21.35  -14.92
H  14.99  -21.97  -13.75
H  16.75  -22.52  -12.40
C  18.59  -21.56  -5.06
C  17.34  -21.49  -5.95
O  17.58  -22.13  -7.19
H  18.52  -21.01  -4.12
H  19.55  -21.29  -5.51
H  18.74  -22.60  -4.77
H  17.13  -20.43  -6.11
H  16.47  -21.92  -5.46
H  18.30  -21.61  -7.57
C  12.95  -28.64  -4.67
C  14.06  -27.59  -4.55
O  13.82  -26.64  -5.59
H  12.84  -29.00  -5.69
H  11.95  -28.28  -4.42
H  13.05  -29.49  -3.99
H  15.06  -28.00  -4.57
H  13.96  -27.00  -3.64
H  13.07  -26.10  -5.35

- HOMO level (alpha / beta): -9.36 / -9.36 eV
- E: -6975.59833 a.u.
- Multiplicity: 2
- Net charge: 0
- ⟨S²⟩: 0.791

Results of the Mulliken charge analysis, in e, for atoms 1 through 2: -0.03, 0.76

The molecule C3H6N4 in a non-equilibrium geometry. Source: OMol25; level of theory: ωB97M-V/def2-TZVPD.

Element x y z (Å)
C  1.19  1.22  -0.24
C  -0.49  -2.00  -0.07
C  -1.28  0.90  0.05
N  2.81  -0.36  0.22
N  2.23  0.62  0.18
N  0.03  0.26  -0.23
N  0.34  -1.03  0.02
H  1.18  2.27  -0.45
H  -1.51  -1.93  -0.15
H  -0.09  -2.94  0.45
H  -1.88  0.05  0.26
H  -1.11  1.63  0.84
H  -1.43  1.31  -0.89

- HOMO level (alpha / beta): -5.92 / -9.12 eV
- E: -336.69530 a.u.
- Multiplicity: 3
- Net charge: 0
- ⟨S²⟩: 2.026

Results of the Mulliken charge analysis, in e, for atoms 1 through 2: -0.13, -0.40

C34H29AuN5O3 as an isolated structure. Source: OMol25; level of theory: ωB97M-V/def2-TZVPD.

Element x y z (Å)
Au  -0.21  -0.38  0.81
C  0.19  6.13  -1.33
C  -0.31  4.80  -0.83
C  -1.44  4.19  -1.39
C  -1.85  2.94  -0.99
C  -1.19  2.25  0.03
N  -1.59  0.96  0.38
C  -2.92  0.65  0.66
C  -3.78  1.57  1.26
C  -5.09  1.24  1.55
C  -5.60  -0.03  1.31
C  -7.00  -0.41  1.70
C  -4.74  -0.96  0.73
C  -3.45  -0.61  0.38
N  -2.66  -1.58  -0.32
C  -3.09  -2.53  -1.16
C  -2.03  -3.35  -1.48
C  -0.95  -2.83  -0.79
N  -1.34  -1.77  -0.09
C  -0.10  2.89  0.63
C  0.35  4.12  0.17
N  0.56  2.31  1.74
C  1.19  2.94  2.75
C  1.84  2.01  3.52
C  1.56  0.78  2.93
N  0.80  0.98  1.85
H  -0.62  6.72  -1.74
H  0.93  5.99  -2.12
H  0.66  6.70  -0.54
H  -1.98  4.70  -2.18
H  -2.70  2.47  -1.46
H  -3.41  2.56  1.49
H  -5.73  1.99  2.01
H  -7.63  0.47  1.77
H  -7.00  -0.90  2.68
H  -7.44  -1.10  0.98
H  -5.09  -1.97  0.55
H  -4.12  -2.55  -1.47
H  -2.05  -4.21  -2.13
H  0.08  -3.16  -0.75
H  1.24  4.55  0.62
H  1.12  4.01  2.84
H  2.43  2.19  4.40
H  1.84  -0.22  3.20
O  1.60  -0.72  -1.18
C  2.77  -1.15  -0.47
C  2.33  -2.01  0.75
O  3.05  -2.84  1.24
O  1.15  -1.76  1.30
C  3.47  0.08  0.11
C  3.09  1.37  -0.26
C  3.77  2.47  0.24
C  4.83  2.29  1.12
C  5.21  1.01  1.50
C  4.54  -0.09  0.99
C  3.70  -1.83  -1.48
C  4.27  -3.09  -1.34
C  5.10  -3.59  -2.34
C  5.37  -2.85  -3.47
C  4.81  -1.59  -3.61
C  3.99  -1.08  -2.62
H  1.59  -1.17  -2.03
H  2.27  1.50  -0.96
H  3.49  3.46  -0.07
H  5.37  3.15  1.50
H  6.04  0.86  2.17
H  4.84  -1.09  1.28
H  4.08  -3.68  -0.46
H  5.53  -4.57  -2.21
H  6.02  -3.25  -4.24
H  5.03  -0.99  -4.49
H  3.59  -0.08  -2.72

- HOMO level: -10.56 eV
- E: -1948.00117 a.u.
- Net charge: +1

Results of the Mulliken charge analysis, in e, for atoms 1 through 2: 1.31, -1.59

C5H8OS2 as an isolated structure in a non-equilibrium geometry. Source: OMol25; level of theory: ωB97M-V/def2-TZVPD.

Element x y z (Å)
C  0.26  -0.39  1.05
C  -1.05  -0.10  0.49
C  -1.13  -0.21  -1.16
C  -1.17  1.12  -0.44
C  1.53  -0.19  0.16
H  0.78  -2.37  0.61
H  0.12  0.15  2.00
H  -1.86  -0.05  1.20
H  -2.10  -0.68  -1.47
H  -0.28  -0.57  -1.67
H  -0.30  1.82  -0.78
H  -2.17  1.66  -0.58
H  2.85  1.55  -0.67
O  0.13  -1.77  1.48
S  2.21  1.20  0.60
S  2.20  -1.16  -0.84

- HOMO level: -9.22 eV
- E: -1066.76447 a.u.
- Net charge: 0

Results of the Mulliken charge analysis, in e, for atoms 1 through 2: 0.00, -0.34

C29H23N4O4Pb as an isolated structure. Source: OMol25; level of theory: ωB97M-V/def2-TZVPD.

Element x y z (Å)
Pb  0.09  0.34  -0.42
O  4.40  -1.77  0.42
C  3.25  -1.37  0.51
N  2.75  -0.14  0.56
C  3.43  0.94  0.13
O  4.27  1.02  -0.76
C  2.93  2.24  0.75
C  3.35  3.45  0.20
C  2.89  4.63  0.74
C  2.02  4.58  1.82
C  1.66  3.33  2.31
N  2.10  2.18  1.80
C  2.15  -2.42  0.69
C  2.50  -3.76  0.78
C  1.50  -4.70  0.95
C  0.18  -4.28  1.01
C  -0.08  -2.93  0.89
N  0.88  -2.01  0.74
H  4.02  3.41  -0.65
H  3.19  5.58  0.32
H  1.63  5.48  2.28
H  0.99  3.24  3.15
H  3.55  -4.01  0.72
H  1.74  -5.76  1.02
H  -0.64  -4.98  1.14
H  -1.10  -2.55  0.90
C  -2.02  -0.04  3.61
C  -3.29  0.49  3.42
C  -3.66  0.91  2.15
C  -2.78  0.80  1.07
C  -1.50  0.26  1.25
C  -1.14  -0.15  2.54
C  -3.22  1.26  -0.28
C  -4.56  1.68  -0.53
C  -4.93  2.08  -1.77
C  -3.98  2.09  -2.82
C  -4.29  2.50  -4.14
C  -3.32  2.50  -5.10
C  -2.00  2.09  -4.78
C  -1.69  1.69  -3.52
C  -2.67  1.68  -2.50
N  -2.33  1.27  -1.25
H  -1.71  -0.37  4.60
H  -3.98  0.58  4.25
H  -4.66  1.32  2.03
H  -0.15  -0.55  2.71
H  -5.29  1.66  0.27
H  -5.95  2.39  -1.97
H  -5.30  2.81  -4.37
H  -3.55  2.81  -6.11
H  -1.24  2.10  -5.55
H  -0.68  1.38  -3.27
C  0.19  -1.88  -2.88
C  -0.79  -1.46  -1.78
O  -1.86  -2.03  -1.69
H  -0.27  -2.58  -3.58
H  1.05  -2.35  -2.39
H  0.57  -1.01  -3.40
O  2.42  1.99  -2.87
H  3.04  1.41  -2.41
H  1.76  2.20  -2.19

- HOMO level: -3.80 eV
- E: -1831.82365 a.u.
- Net charge: -1

Results of the Mulliken charge analysis, in e, for atoms 1 through 2: 0.95, -0.75

The molecule C4H6O2. Source: OMol25; level of theory: ωB97M-V/def2-TZVPD.

Element x y z (Å)
O  0.10  1.84  -0.78
C  0.71  1.44  0.18
C  0.76  -0.01  0.60
C  0.02  -0.89  -0.40
C  -1.46  -0.55  -0.41
O  -2.11  -0.46  0.61
H  1.27  2.15  0.83
H  0.30  -0.09  1.59
H  1.81  -0.30  0.71
H  0.43  -0.78  -1.41
H  0.11  -1.94  -0.11
H  -1.94  -0.40  -1.40

- HOMO level: -9.91 eV
- SMILES: O=CCCC=O
- E: -306.47126 a.u.
- Net charge: 0

Results of the Mulliken charge analysis, in e, for atoms 1 through 2: -0.47, 0.10

A 4-piece molecular cluster, C5H16O3 overall in a non-equilibrium geometry. Source: OMol25; level of theory: ωB97M-V/def2-TZVPD.

Element x y z (Å)
C  -2.11  -1.37  -1.61
C  -1.38  -0.38  -2.14
C  -1.99  0.91  -2.70
C  0.10  -0.39  -2.17
C  0.83  -0.04  -0.87
H  -3.21  -1.41  -1.70
H  -1.63  -2.31  -1.33
H  -3.08  0.92  -2.63
H  -1.63  1.75  -2.08
H  -1.52  1.17  -3.69
H  0.45  0.34  -3.03
H  0.55  -1.38  -2.47
H  1.19  0.93  -0.63
H  0.26  -0.43  0.00
H  1.82  -0.52  -0.68
O  0.35  -4.13  -1.76
H  0.88  -3.65  -2.40
H  0.76  -3.95  -0.91
O  2.34  0.71  5.95
H  2.40  -0.12  5.47
H  2.21  1.44  5.33
O  1.04  3.84  5.10
H  0.12  4.07  4.94
H  1.24  3.98  6.03

- HOMO level: -9.21 eV
- SMILES: C=C(C)CC.O.O.O
- E: -425.76528 a.u.
- Net charge: 0

Results of the Mulliken charge analysis, in e, for atoms 1 through 2: -0.91, 0.78

A 8-piece molecular cluster, C30H44BBr2O24S4 overall in a non-equilibrium geometry. Source: OMol25; level of theory: ωB97M-V/def2-TZVPD.

Element x y z (Å)
O  -2.87  1.50  -1.42
C  -2.07  0.63  -1.49
O  -0.74  0.60  -1.33
B  -0.11  -0.68  -1.80
O  -1.30  -1.56  -1.94
C  -2.45  -0.84  -1.82
O  -3.67  -1.21  -1.84
O  0.83  -1.17  -0.83
C  2.04  -1.22  -1.35
O  3.05  -1.72  -0.73
C  1.93  -0.91  -2.84
O  0.67  -0.57  -3.07
O  2.84  -0.89  -3.60
Br  -4.95  7.85  0.28
C  -3.84  6.60  1.28
C  -4.50  5.90  2.50
Br  -3.22  4.59  3.26
H  -2.99  7.08  1.76
H  -3.39  5.84  0.64
H  -5.40  5.33  2.25
H  -4.94  6.54  3.27
O  -5.84  3.05  -6.79
S  -7.28  3.06  -6.63
O  -8.17  3.48  -5.54
O  -7.85  3.69  -8.10
C  -9.25  3.57  -8.44
C  -9.59  4.58  -9.58
C  -7.76  1.33  -7.03
H  -10.00  3.52  -7.65
H  -9.30  2.55  -8.83
H  -8.77  4.60  -10.30
H  -9.75  5.55  -9.10
H  -10.43  4.11  -10.10
H  -8.84  1.22  -6.98
H  -7.25  0.76  -6.25
H  -7.34  1.10  -8.01
O  -8.42  -0.67  5.43
S  -8.23  0.59  4.70
O  -9.37  1.36  4.23
O  -7.40  1.61  5.57
C  -6.77  1.18  6.70
C  -7.63  1.65  7.90
C  -6.93  0.34  3.42
H  -5.79  1.67  6.66
H  -6.74  0.10  6.73
H  -7.67  2.74  7.93
H  -7.09  1.38  8.81
H  -8.61  1.17  7.88
H  -6.04  0.24  4.04
H  -7.05  1.26  2.85
H  -7.13  -0.54  2.81
O  11.33  -1.46  2.47
S  11.30  -2.43  1.38
O  12.52  -2.49  0.55
O  11.09  -4.00  2.09
C  10.00  -4.24  3.06
C  10.48  -4.15  4.50
C  9.86  -2.26  0.27
H  9.65  -5.22  2.74
H  9.26  -3.46  2.87
H  11.09  -4.97  4.86
H  9.50  -4.16  4.99
H  11.04  -3.24  4.73
H  9.67  -3.14  -0.34
H  10.18  -1.48  -0.42
H  8.97  -1.98  0.84
O  1.26  5.56  -1.00
S  1.85  5.47  -2.31
O  2.67  6.58  -2.84
O  2.78  4.11  -2.32
C  3.50  3.82  -1.16
C  4.92  3.45  -1.53
C  0.59  5.01  -3.61
H  3.21  3.02  -0.49
H  3.51  4.61  -0.40
H  5.66  3.42  -0.73
H  5.24  4.26  -2.19
H  4.93  2.45  -1.95
H  -0.06  5.88  -3.72
H  -0.01  4.19  -3.23
H  1.09  4.83  -4.56
C  4.76  -8.96  -3.10
C  5.90  -8.67  -2.36
C  6.49  -7.37  -2.19
O  7.50  -7.22  -1.59
C  5.65  -6.30  -2.87
C  4.56  -6.54  -3.65
C  4.13  -7.94  -3.97
O  3.32  -8.22  -4.78
H  4.42  -9.97  -3.29
H  6.37  -9.46  -1.79
H  6.07  -5.31  -2.80
H  4.30  -5.72  -4.30
C  1.53  -2.84  5.20
C  0.24  -2.38  5.22
C  -0.36  -1.90  6.52
O  -1.52  -1.57  6.55
C  0.65  -1.69  7.61
C  1.89  -2.27  7.51
C  2.42  -2.94  6.32
O  3.45  -3.67  6.23
H  1.98  -3.10  4.26
H  -0.34  -2.37  4.31
H  0.34  -1.19  8.51
H  2.52  -2.29  8.40

- HOMO level: -7.39 eV
- E: -9740.95861 a.u.
- Net charge: -1

Results of the Mulliken charge analysis, in e, for atoms 1 through 2: -0.60, 0.59

A 3-piece molecular cluster, C2H11N3O2 overall in a non-equilibrium geometry. Source: OMol25; level of theory: ωB97M-V/def2-TZVPD.

Element x y z (Å)
H  -0.84  -0.37  1.27
N  -0.64  -0.11  0.32
C  0.53  -0.71  0.08
N  0.57  -2.11  0.14
N  1.56  0.00  -0.68
C  1.46  1.43  -0.32
H  -0.17  -2.62  -0.44
H  1.44  -2.47  -0.20
H  2.40  -0.54  -0.70
H  1.40  1.60  0.85
H  2.29  2.01  -0.82
H  0.52  1.71  -0.61
O  -3.24  2.09  -2.46
H  -3.62  2.50  -3.21
H  -2.85  1.20  -2.98
O  -0.32  -1.24  3.71
H  -0.04  -1.87  2.93
H  -0.45  -0.48  3.13

- HOMO level: -8.77 eV
- SMILES: [H]/N=C(\N)NC.O.O
- E: -397.45734 a.u.
- Net charge: 0

Results of the Mulliken charge analysis, in e, for atoms 1 through 2: 0.15, -0.63

Among the records above, which one has the lowest E?
C30H44BBr2O24S4